{
  "formula": "C8H12NO3",
  "method": "ωB97M-V/def2-TZVPD",
  "fmax_ev_per_a": 6.0,
  "total_charge": 1,
  "e_lumo_ha": -0.2607,
  "symbols": ["C", "C", "C", "C", "C", "C", "C", "C", "N", "O", "O", "O", "H", "H", "H", "H", "H", "H", "H", "H", "H", "H", "H", "H"],
  "positions_angstrom": [[-1.849, -0.685, -0.947], [-1.892, 1.685, -0.954], [2.392, -1.219, 0.153], [2.316, -0.761, 1.547], [1.111, -1.633, -0.449], [0.963, -0.010, 1.573], [0.167, -0.905, 0.477], [-2.798, 2.799, -1.325], [-1.079, -0.483, 0.204], [-2.192, -1.720, -1.418], [-2.351, 0.465, -1.430], [-0.906, 1.787, -0.294], [2.954, -0.409, -0.532], [3.140, -2.033, 0.103], [2.338, -1.621, 2.299], [3.235, -0.229, 1.748], [1.086, -1.449, -1.548], [0.812, -2.651, -0.377], [0.539, 0.115, 2.688], [0.947, 1.023, 1.162], [-0.069, -1.330, 1.545], [-2.130, 3.608, -1.519], [-3.425, 2.439, -2.225], [-3.310, 3.217, -0.482]],
  "mulliken_charge": [0.51, 0.75, -0.46, -0.55, -0.62, -0.82, 0.63, -0.94, -0.22, -0.42, -0.26, -0.46, 0.31, 0.33, 0.31, 0.33, 0.32, 0.37, 0.45, 0.35, 0.15, 0.35, 0.28, 0.30]
}

=====

{
  "formula": "C8H12O",
  "method": "ωB97M-V/def2-TZVPD",
  "fmax_ev_per_a": 1.5,
  "e_lumo_ha": [-0.0137, -0.0293],
  "symbols": ["C", "C", "C", "C", "C", "C", "C", "C", "O", "H", "H", "H", "H", "H", "H", "H", "H", "H", "H", "H", "H"],
  "positions_angstrom": [[-0.091, 1.331, -0.266], [0.632, -1.180, 1.029], [0.085, 0.672, -1.590], [0.340, 2.750, -0.138], [0.890, -2.371, 0.175], [-0.833, 0.778, 0.807], [-1.319, -0.631, 0.595], [-2.175, -1.496, 0.464], [-1.070, 1.324, 1.890], [0.299, -1.342, 2.046], [1.356, -0.383, 0.950], [-0.380, -0.310, -1.638], [1.152, 0.564, -1.832], [-0.343, 1.289, -2.390], [1.287, 2.915, -0.661], [-0.391, 3.432, -0.595], [0.431, 3.035, 0.911], [1.838, -2.825, 0.496], [0.099, -3.115, 0.262], [1.010, -2.101, -0.875], [-2.816, -2.337, 0.361]],
  "mulliken_charge": [0.62, -0.58, -1.25, -1.43, -0.95, 0.56, -0.37, -0.17, -0.68, 0.43, 0.40, 0.31, 0.32, 0.37, 0.38, 0.31, 0.35, 0.36, 0.28, 0.24, 0.48]
}

=====

{
  "formula": "C8H12O",
  "method": "ωB97M-V/def2-TZVPD",
  "fmax_ev_per_a": 5.3,
  "e_lumo_ha": 0.0350,
  "symbols": ["C", "C", "C", "C", "C", "C", "C", "C", "O", "H", "H", "H", "H", "H", "H", "H", "H", "H", "H", "H", "H"],
  "positions_angstrom": [[-1.442, 2.570, -0.414], [-0.655, 1.851, 0.289], [-3.506, -0.905, -0.665], [-0.051, 0.857, 0.920], [2.174, 0.057, 0.314], [0.135, -0.292, -1.265], [0.410, -1.685, 0.941], [0.615, -0.336, 0.232], [-2.914, -1.741, -0.190], [-1.277, 3.629, -0.644], [-0.105, 0.658, 2.022], [-2.413, 2.160, -0.781], [2.310, 1.090, 0.523], [2.650, -0.134, -0.666], [2.633, -0.627, 1.037], [0.790, -1.054, -1.774], [-0.895, -0.521, -1.413], [0.390, 0.528, -1.782], [-0.510, -2.213, 0.787], [0.469, -1.596, 1.997], [1.191, -2.296, 0.532]],
  "mulliken_charge": [-0.66, 0.27, 0.09, -0.97, -1.52, -1.82, -1.66, 2.18, -0.12, 0.25, 0.24, 0.20, 0.39, 0.33, 0.39, 0.42, 0.18, 0.63, 0.32, 0.45, 0.42]
}

=====

{
  "formula": "C8H12O",
  "method": "ωB97M-V/def2-TZVPD",
  "smiles": "C=C=C(C)[C@]1(C)O[C@H]1C",
  "fmax_ev_per_a": 4.6,
  "e_lumo_ha": 0.0348,
  "symbols": ["C", "C", "C", "C", "C", "C", "C", "C", "O", "H", "H", "H", "H", "H", "H", "H", "H", "H", "H", "H", "H"],
  "positions_angstrom": [[-2.154, 0.162, -0.067], [-0.967, -0.430, -0.059], [1.731, -0.458, 0.181], [0.436, 0.168, -0.238], [-3.380, 0.655, -0.070], [-1.068, -1.988, -0.026], [2.965, 0.189, 0.622], [0.235, 1.721, -0.417], [1.273, -0.503, -1.206], [1.591, -1.557, 0.684], [-4.017, 0.938, 0.825], [-3.781, 0.603, -1.106], [-2.090, -2.117, 0.045], [-0.439, -2.197, 0.774], [-0.797, -2.388, -1.008], [2.725, 0.581, 1.571], [3.328, 0.997, 0.049], [3.777, -0.597, 0.773], [-0.461, 2.076, 0.305], [-0.118, 1.920, -1.470], [1.212, 2.226, -0.163]],
  "mulliken_charge": [0.29, 0.19, -0.32, 1.78, -0.87, -1.67, -1.44, -1.33, -0.56, 0.12, 0.25, 0.23, 0.48, 0.42, 0.29, 0.34, 0.43, 0.31, 0.44, 0.27, 0.35]
}

=====

What did the fourth record say?
{
  "formula": "C8H12O",
  "method": "ωB97M-V/def2-TZVPD",
  "smiles": "C=C=C(C)[C@]1(C)O[C@H]1C",
  "fmax_ev_per_a": 4.6,
  "e_lumo_ha": 0.0348,
  "symbols": ["C", "C", "C", "C", "C", "C", "C", "C", "O", "H", "H", "H", "H", "H", "H", "H", "H", "H", "H", "H", "H"],
  "positions_angstrom": [[-2.154, 0.162, -0.067], [-0.967, -0.430, -0.059], [1.731, -0.458, 0.181], [0.436, 0.168, -0.238], [-3.380, 0.655, -0.070], [-1.068, -1.988, -0.026], [2.965, 0.189, 0.622], [0.235, 1.721, -0.417], [1.273, -0.503, -1.206], [1.591, -1.557, 0.684], [-4.017, 0.938, 0.825], [-3.781, 0.603, -1.106], [-2.090, -2.117, 0.045], [-0.439, -2.197, 0.774], [-0.797, -2.388, -1.008], [2.725, 0.581, 1.571], [3.328, 0.997, 0.049], [3.777, -0.597, 0.773], [-0.461, 2.076, 0.305], [-0.118, 1.920, -1.470], [1.212, 2.226, -0.163]],
  "mulliken_charge": [0.29, 0.19, -0.32, 1.78, -0.87, -1.67, -1.44, -1.33, -0.56, 0.12, 0.25, 0.23, 0.48, 0.42, 0.29, 0.34, 0.43, 0.31, 0.44, 0.27, 0.35]
}